Entry 1
Formula: C4H7OP
Source: the OMol25 dataset
Level of theory: ωB97M-V with the def2-TZVPD basis set

As for the highest occupied orbital energy: -9.10 eV. The value obtained for the gap between HOMO and LUMO is 8.993 eV.

Each line ends with the natural charge from an NBO analysis.
Positions of all 13 atoms, in Å:
C  -0.751  0.848  0.784  -0.28
C  -0.917  1.468  -0.240  0.01
C  -0.898  2.556  -1.179  -0.71
H  0.009  0.184  1.175  0.22
H  -0.182  3.421  -0.777  0.25
H  -1.920  2.910  -1.654  0.26
H  -0.388  1.884  -1.946  0.25
C  1.323  -2.166  0.446  -1.11
P  -0.454  -2.285  0.517  1.34
O  -0.933  -2.561  1.863  -0.99
H  1.777  -3.062  -0.032  0.27
H  1.502  -1.346  -0.263  0.24
H  1.832  -1.850  1.306  0.25

***

Entry 2
Formula: C4H7OP
Source: the OMol25 dataset
Level of theory: ωB97M-V with the def2-TZVPD basis set

As for the highest occupied orbital energy: -8.95 eV. The value obtained for the gap between HOMO and LUMO is 7.943 eV.

Each line ends with the natural charge from an NBO analysis.
Positions of all 13 atoms, in Å:
C  -0.012  -1.971  0.131  -0.50
C  0.764  -0.945  0.260  0.08
C  1.165  0.292  0.517  -0.27
C  1.492  1.249  -0.588  -0.62
H  0.329  -2.845  -0.346  0.21
H  -1.066  -1.870  0.366  0.22
H  1.267  0.453  1.678  0.23
H  1.147  2.197  -0.448  0.21
H  2.671  1.349  -0.441  0.22
H  1.082  0.975  -1.495  0.23
O  -3.437  -0.307  -0.644  -0.95
P  -3.403  0.566  0.527  1.12
H  -2.000  0.858  0.482  -0.17

***

Stability ranking, top entry: entry 1; the second entry is 0.0027 hartree less favorable.

***

Entry 1
Formula: ClFH2NP
Source: the OMol25 dataset
Level of theory: ωB97M-V with the def2-TZVPD basis set

As for the highest occupied orbital energy: -10.49 eV. The value obtained for the gap between HOMO and LUMO is 11.385 eV.

Each line ends with the natural charge from an NBO analysis.
Positions of all 6 atoms, in Å:
N  -0.307  -0.343  0.113  -1.16
P  -1.832  -0.594  0.701  1.36
F  -2.158  -1.599  -0.513  -0.58
Cl  -2.843  1.031  -0.185  -0.39
H  0.168  0.413  0.432  0.38
H  -0.368  -0.216  -0.908  0.40

***

Entry 2
Formula: ClFH2NP
Source: the OMol25 dataset
Level of theory: ωB97M-V with the def2-TZVPD basis set

As for the highest occupied orbital energy: -9.43 eV. The value obtained for the gap between HOMO and LUMO is 9.340 eV.

Each line ends with the natural charge from an NBO analysis.
Positions of all 6 atoms, in Å:
N  0.169  0.459  0.009  -1.04
F  3.142  0.620  0.467  -0.58
P  2.290  0.235  -0.880  1.19
Cl  2.139  2.023  -1.639  -0.25
H  -0.426  -0.351  0.030  0.34
H  0.678  0.385  0.927  0.33

***

Stability ranking, top entry: entry 1; the second entry is 0.0779 hartree less favorable.

***

Entry 1
Formula: C4H6OS2
Source: the OMol25 dataset
Level of theory: ωB97M-V with the def2-TZVPD basis set

As for the highest occupied orbital energy (spin up / spin down): -7.06 / -9.18 eV. The value obtained for the gap between HOMO and LUMO (spin up / spin down) is 6.454 / 9.358 eV.

Each line ends with the natural charge from an NBO analysis.
Positions of all 13 atoms, in Å:
C  -1.556  -0.443  -0.150  -0.49
C  -0.951  0.809  0.509  -0.51
C  -0.336  -1.494  -0.370  0.22
C  1.514  -0.037  0.428  -0.03
O  0.827  -1.243  0.527  -0.58
S  0.646  1.352  -0.220  0.21
S  3.299  0.005  -0.085  -0.01
H  -2.298  -0.798  0.520  0.22
H  -1.991  -0.172  -1.168  0.22
H  -1.681  1.582  0.595  0.24
H  -0.595  0.547  1.449  0.22
H  0.013  -1.412  -1.434  0.14
H  3.108  1.304  -0.601  0.14

***

Entry 2
Formula: C4H6OS2
Source: the OMol25 dataset
Level of theory: ωB97M-V with the def2-TZVPD basis set

As for the highest occupied orbital energy: -9.37 eV. The value obtained for the gap between HOMO and LUMO is 9.722 eV.

Each line ends with the natural charge from an NBO analysis.
Positions of all 13 atoms, in Å:
O  0.273  -1.525  0.932  -0.51
C  -0.160  -0.466  0.546  0.59
C  -1.207  -0.102  -0.442  -0.46
S  -1.452  -1.329  -1.741  -0.01
C  -0.458  1.232  -0.575  -0.39
C  0.284  0.909  0.773  -0.46
S  1.980  1.328  1.173  0.00
H  -2.194  0.004  0.001  0.26
H  -0.346  -2.068  -1.501  0.15
H  0.296  1.208  -1.365  0.23
H  -0.993  2.187  -0.677  0.23
H  -0.369  1.272  1.567  0.24
H  2.219  0.182  1.786  0.15

***

Entry 3
Formula: C4H6OS2
Source: the OMol25 dataset
Level of theory: ωB97M-V with the def2-TZVPD basis set

As for the highest occupied orbital energy: -8.73 eV. The value obtained for the gap between HOMO and LUMO is 8.572 eV.

Each line ends with the natural charge from an NBO analysis.
Positions of all 13 atoms, in Å:
C  -2.687  0.262  0.197  -0.79
S  -1.381  -0.956  0.044  0.34
C  0.067  0.046  0.052  -0.34
S  -0.117  1.629  0.090  0.03
C  1.393  -0.640  0.175  -0.05
C  2.457  -0.075  -0.509  -0.09
O  2.426  -0.011  0.884  -0.45
H  -3.642  -0.271  0.087  0.24
H  -2.775  1.064  -0.639  0.25
H  -2.548  0.722  1.247  0.25
H  1.349  -1.747  0.429  0.20
H  3.252  -0.864  -0.993  0.18
H  2.206  0.841  -1.065  0.21

***

Entry 4
Formula: C4H6OS2
Source: the OMol25 dataset
Level of theory: ωB97M-V with the def2-TZVPD basis set

As for the highest occupied orbital energy: -8.55 eV. The value obtained for the gap between HOMO and LUMO is 8.415 eV.

Each line ends with the natural charge from an NBO analysis.
Positions of all 13 atoms, in Å:
C  2.995  -0.618  0.576  -0.38
C  1.998  0.121  0.087  -0.36
S  0.600  -0.766  -0.656  0.30
C  -0.872  -0.080  0.076  -0.33
S  -2.186  -0.950  0.208  0.08
C  -0.803  1.383  0.486  -0.15
O  -0.051  2.194  -0.360  -0.72
H  3.896  -0.174  1.088  0.21
H  3.012  -1.707  0.487  0.21
H  1.874  1.196  0.036  0.24
H  -0.413  1.378  1.528  0.20
H  -1.875  1.734  0.529  0.20
H  -0.627  2.636  -0.958  0.48

***

Stability ranking, top entry: entry 2; the second entry is 0.0217 hartree less favorable.

***

Entry 1
Formula: C18H21N3O2S
Source: the OMol25 dataset
Level of theory: ωB97M-V with the def2-TZVPD basis set

As for the highest occupied orbital energy: -8.40 eV. The value obtained for the gap between HOMO and LUMO is 9.053 eV.

Each line ends with the natural charge from an NBO analysis.
Positions of all 45 atoms, in Å:
C  3.830  -1.414  -2.295  -0.64
C  3.335  -2.728  -2.898  0.10
C  4.492  -3.692  -3.146  -0.61
O  2.452  -3.397  -2.006  -0.50
C  1.192  -2.938  -1.814  0.30
C  0.475  -3.566  -0.792  -0.24
C  -0.814  -3.182  -0.495  -0.19
C  -1.437  -2.166  -1.213  -0.08
C  -2.803  -1.677  -0.830  -0.51
C  -2.771  -0.479  0.107  0.67
O  -3.756  0.010  0.627  -0.64
N  -1.533  0.001  0.355  -0.47
N  -1.377  1.148  1.122  -0.44
C  -0.320  1.954  0.883  0.28
S  0.882  1.501  -0.171  -0.28
N  -0.228  3.134  1.544  -0.59
C  -1.020  3.659  2.570  0.13
C  -1.122  5.046  2.674  -0.24
C  -1.876  5.617  3.680  -0.19
C  -2.535  4.816  4.599  -0.23
C  -2.415  3.439  4.515  -0.20
C  -1.660  2.857  3.513  -0.22
C  -0.731  -1.562  -2.245  -0.21
C  0.567  -1.934  -2.548  -0.25
H  4.486  -0.906  -2.998  0.21
H  4.381  -1.617  -1.380  0.21
H  3.000  -0.755  -2.052  0.22
H  2.822  -2.536  -3.852  0.17
H  4.992  -3.912  -2.207  0.21
H  4.118  -4.623  -3.565  0.22
H  5.204  -3.250  -3.836  0.21
H  0.962  -4.353  -0.238  0.22
H  -1.345  -3.671  0.309  0.21
H  -3.378  -2.460  -0.332  0.24
H  -3.370  -1.367  -1.712  0.24
H  -0.702  -0.240  -0.184  0.45
H  -2.271  1.502  1.457  0.44
H  0.521  3.726  1.210  0.43
H  -0.606  5.670  1.959  0.21
H  -1.951  6.692  3.746  0.22
H  -3.128  5.262  5.382  0.22
H  -2.906  2.808  5.239  0.22
H  -1.538  1.786  3.490  0.22
H  -1.197  -0.776  -2.822  0.22
H  1.075  -1.427  -3.352  0.21

***

Entry 2
Formula: C18H21N3O2S
Source: the OMol25 dataset
Level of theory: ωB97M-V with the def2-TZVPD basis set

As for the highest occupied orbital energy: -7.66 eV. The value obtained for the gap between HOMO and LUMO is 8.229 eV.

Each line ends with the natural charge from an NBO analysis.
Positions of all 45 atoms, in Å:
C  2.221  -2.340  -2.835  -0.64
C  3.355  -2.236  -1.822  -0.06
O  3.027  -2.817  -0.571  -0.49
C  2.071  -2.216  0.176  0.45
C  1.439  -0.966  0.194  -0.17
C  1.488  0.233  -0.543  -0.21
C  0.673  1.261  -0.169  -0.20
C  -0.226  1.152  0.921  -0.13
C  -1.078  2.343  1.193  0.68
O  -0.708  3.481  0.977  -0.62
N  -2.308  2.057  1.705  -0.62
C  -3.344  3.057  1.731  -0.22
C  -4.280  2.930  0.510  -0.44
C  -3.487  2.962  -0.752  -0.19
C  -3.049  4.041  -1.452  -0.25
C  -2.227  3.695  -2.550  -0.25
C  -2.047  2.358  -2.667  -0.42
S  -2.879  1.488  -1.440  0.42
C  -0.294  0.003  1.667  -0.19
C  0.543  -1.067  1.315  0.11
N  0.641  -2.261  1.902  -0.30
N  1.553  -2.928  1.195  -0.15
C  1.947  -4.257  1.580  -0.21
C  3.236  -4.235  2.395  -0.61
H  1.346  -1.794  -2.489  0.22
H  1.946  -3.382  -2.981  0.22
H  2.543  -1.923  -3.785  0.22
H  4.221  -2.810  -2.161  0.20
H  3.660  -1.193  -1.681  0.17
H  2.155  0.352  -1.383  0.21
H  0.689  2.199  -0.702  0.24
H  -2.605  1.094  1.710  0.39
H  -3.923  2.965  2.655  0.20
H  -2.840  4.026  1.710  0.24
H  -4.991  3.758  0.525  0.23
H  -4.833  1.991  0.575  0.21
H  -3.299  5.054  -1.193  0.22
H  -1.788  4.416  -3.216  0.22
H  -1.476  1.816  -3.395  0.23
H  -0.937  -0.098  2.527  0.22
H  2.085  -4.850  0.672  0.21
H  1.126  -4.667  2.172  0.23
H  3.502  -5.245  2.696  0.21
H  3.105  -3.625  3.284  0.22
H  4.047  -3.822  1.799  0.22

***

Stability ranking, top entry: entry 1; the second entry is 0.0142 hartree less favorable.

***

Entry 1
Formula: C4H13N3
Source: the OMol25 dataset
Level of theory: ωB97M-V with the def2-TZVPD basis set

As for the highest occupied orbital energy: -16.80 eV. As for the charge: +2. The value obtained for the gap between HOMO and LUMO is 6.512 eV.

Each line ends with the natural charge from an NBO analysis.
Positions of all 20 atoms, in Å:
C  0.338  0.611  0.970  0.13
C  -1.013  0.272  1.334  -0.54
C  -1.320  -0.450  -0.039  0.11
C  -0.493  -1.296  -0.626  0.04
N  0.883  -0.996  -0.838  -0.76
N  -2.761  -0.829  -0.218  -0.70
N  3.053  1.723  -0.450  -1.13
H  1.119  -0.100  1.216  0.24
H  0.730  1.620  0.815  0.29
H  -1.188  -0.431  2.167  0.30
H  -1.767  1.069  1.293  0.27
H  -0.706  -2.023  -1.421  0.26
H  1.522  -1.680  -0.461  0.46
H  0.833  -0.194  -1.450  0.47
H  -3.001  -1.823  -0.129  0.48
H  -3.180  -0.534  -1.114  0.47
H  -3.398  -0.333  0.424  0.46
H  3.265  1.645  -1.437  0.38
H  3.470  2.617  -0.196  0.39
H  3.613  1.133  0.159  0.37

***

Entry 2
Formula: C4H13N3
Source: the OMol25 dataset
Level of theory: ωB97M-V with the def2-TZVPD basis set

As for the highest occupied orbital energy: -20.11 eV. As for the charge: +2. The value obtained for the gap between HOMO and LUMO is 10.862 eV.

Each line ends with the natural charge from an NBO analysis.
Positions of all 20 atoms, in Å:
C  -1.890  -0.396  0.200  0.40
C  -0.020  -1.724  -0.540  -0.44
C  0.911  1.058  -1.159  -0.48
C  1.508  0.125  1.029  -0.45
N  -2.624  0.585  0.534  -0.70
N  -0.580  -0.473  0.043  -0.22
N  0.448  0.561  0.149  -0.20
H  -2.401  -1.328  -0.110  0.28
H  -0.324  -1.857  -1.580  0.26
H  -0.216  -2.664  0.072  0.28
H  0.955  -1.586  -0.399  0.21
H  0.403  1.979  -1.556  0.29
H  1.897  1.526  -1.121  0.29
H  0.900  0.163  -1.829  0.26
H  1.652  0.955  1.660  0.26
H  1.190  -0.870  1.510  0.26
H  2.415  -0.241  0.423  0.27
H  -3.626  0.292  0.863  0.49
H  -2.448  1.558  0.689  0.45
H  -0.246  1.382  0.987  0.49

***

Stability ranking, top entry: entry 2; the second entry is 0.0153 hartree less favorable.